# 1
23
Properties=species:S:1:pos:R:3:lowdin_spin:R:1 method="wB97M-V/def2-TZVPD" s_squared=3.7785 homo_lumo_gap_ev="7.82 / 7.85" total_energy_ev=-61586.080 charge=+2 max_force_ev_per_a=0.65 multiplicity=4
Mn -0.42900 0.33259 -0.52237 2.959
N 1.48445 -3.43174 0.78525 -0.007
C 1.13345 -2.22254 0.38884 -0.008
S -0.69118 -1.96564 0.19049 -0.010
N 1.96072 -1.26404 0.20911 -0.013
N 1.42597 -0.07631 -0.20839 -0.036
C 2.22168 0.91276 -0.45026 0.045
C 1.61490 2.15381 -0.95060 0.008
C 2.36724 3.26709 -1.24684 0.006
C 1.71703 4.40315 -1.73697 0.011
C 0.34579 4.37187 -1.91014 0.003
C -0.35071 3.21435 -1.58336 0.008
N 0.25654 2.12531 -1.11517 -0.010
H 0.81283 -4.16777 0.93173 0.000
H 2.46187 -3.63000 0.95717 0.000
H 3.29353 0.81744 -0.30746 0.000
H 3.43865 3.25491 -1.09917 0.000
H 2.28236 5.29427 -1.97507 0.000
H -0.19436 5.22728 -2.28990 0.000
H -1.42634 3.16389 -1.70140 0.000
F 0.22255 -2.63215 -2.32411 0.003
B -0.69056 -2.00651 -1.65361 0.012
F -1.48124 -1.08053 -2.20208 0.029

# 2
22
Properties=species:S:1:pos:R:3:lowdin_charge:R:1 method="wB97M-V/def2-TZVPD" homo_lumo_gap_ev="6.86 / 7.10" total_energy_ev=-30881.210 charge=+1 max_force_ev_per_a=6.00 multiplicity=1
O 0.28706 2.40212 -2.94450 0.015
C -0.72262 1.82448 -3.06432 0.078
Be 1.32204 -1.31426 0.29999 0.284
O 0.07916 2.28063 0.33855 0.144
C 0.07168 1.06514 -0.06286 -0.303
C -1.23461 -1.11663 -0.67660 0.012
O -1.72544 -1.96749 -1.35345 0.265
C 1.45112 0.57207 -0.35604 -0.165
O 2.50005 0.82528 -0.71163 0.279
C -1.07412 0.17865 -0.01940 -0.364
O -2.22427 0.31595 0.51607 0.100
H 1.58618 -2.01447 -0.73786 0.018
C 0.13564 -2.98430 3.71856 -0.209
S -0.59962 -1.94671 2.42079 1.067
C -1.15362 -0.60626 3.48455 -0.216
O 0.80574 -1.28191 1.77233 -0.501
H -0.60668 -3.35452 4.46502 0.096
H 0.90808 -2.34458 4.15966 0.075
H 0.58816 -3.84438 3.20588 0.073
H -0.22819 -0.07828 3.79393 0.089
H -1.82560 0.08492 2.92962 0.066
H -1.71464 -1.00025 4.37472 0.097

# 3
18
Properties=species:S:1:pos:R:3:lowdin_charge:R:1 method="wB97M-V/def2-TZVPD" homo_lumo_gap_ev=8.44 total_energy_ev=-152218.946 max_force_ev_per_a=5.03 multiplicity=1
C -2.11998 0.61910 -1.11819 -0.083
C -2.29363 -0.43927 -0.13983 -0.186
C -0.95700 0.77464 -1.85386 -0.141
C -1.24289 -0.92435 0.51655 -0.650
C 0.19127 -0.62112 0.33716 -0.343
C 0.15753 -0.06809 -1.56086 -0.704
C 2.14795 0.15208 1.42694 -0.023
O 0.71329 0.24605 1.18871 -0.107
F 1.36622 0.39461 -1.90731 -0.009
Br -1.79074 -2.10179 1.93102 0.732
Br -0.11887 -1.81276 -2.49156 0.708
H -2.89590 1.41726 -1.33084 0.127
H -3.36102 -0.68859 0.09971 0.118
H -0.94602 1.67143 -2.51813 0.129
H 0.81101 -1.66247 0.28921 0.172
H 2.38721 -0.76370 2.05264 0.121
H 2.31851 1.09042 1.80113 0.065
H 2.80056 0.00482 0.60674 0.074

# 4
17
Properties=species:S:1:pos:R:3:lowdin_charge:R:1 method="wB97M-V/def2-TZVPD" homo_lumo_gap_ev="5.11 / 2.62" total_energy_ev=-94800.640 max_force_ev_per_a=4.44 multiplicity=1
C 1.86045 1.51571 0.13043 -0.106
C 1.63872 0.65617 1.17111 -0.092
C 1.17109 1.35869 -1.03684 -0.130
C 0.87871 -0.44760 0.94049 -0.054
C 0.27216 0.29551 -1.21058 -0.157
C 0.17303 -0.73225 -0.25417 -0.399
C -0.61305 -1.86940 -0.18852 0.043
P -3.16343 -0.38901 1.25501 -0.251
Br -4.26476 -1.55529 -0.15030 0.058
I -2.46620 1.59985 0.03158 0.302
H 2.51410 2.48727 0.29814 0.152
H 2.20233 0.77592 2.06878 0.104
H 1.35724 1.89995 -2.05849 0.145
H 0.56825 -1.08250 1.75761 0.111
H -0.24991 0.02704 -2.24061 0.153
H -0.72523 -2.59599 0.59731 0.074
H -1.15350 -1.94409 -1.11095 0.046

# 5
32
Properties=species:S:1:pos:R:3:lowdin_spin:R:1 method="wB97M-V/def2-TZVPD" s_squared=12.0354 homo_lumo_gap_ev="5.37 / 5.46" total_energy_ev=-113122.148 charge=-2 max_force_ev_per_a=8.73 multiplicity=7
O -7.73806 -18.01105 29.40413 -0.011
V -6.77973 -18.89973 30.39454 0.928
O -7.06304 -20.51042 30.17105 0.172
O -5.34829 -24.63582 31.79233 0.250
V -5.83997 -23.17256 31.34092 1.756
O -7.26738 -23.34861 30.55926 0.891
C -7.59418 -18.18119 32.94548 -0.001
O -7.44555 -18.31886 34.16297 0.492
O -6.61530 -17.65861 32.35734 0.237
O -8.17461 -19.09104 32.36518 0.281
C -4.16853 -18.94233 29.67854 0.008
O -5.07106 -18.87929 28.86405 0.185
O -3.03205 -19.33502 29.46227 0.388
O -4.56505 -19.44827 30.69712 0.421
C -9.93925 -16.13647 26.42751 0.000
C -10.32789 -17.55584 26.77633 0.000
O -10.82891 -17.91537 25.45497 0.000
C -11.31729 -16.85113 24.84841 0.000
O -11.98749 -16.92755 23.83216 0.000
O -10.95934 -15.74978 25.52410 0.000
F -11.37629 -17.67816 27.67536 0.000
H -9.01780 -16.03743 25.85372 0.000
H -9.96811 -15.49546 27.30862 0.000
H -9.51273 -18.21419 27.07664 0.000
Cl -8.30690 -20.62718 27.46646 0.000
C -7.85627 -22.35427 27.31160 0.000
C -7.46095 -22.84350 25.93057 0.000
Cl -8.92424 -22.62758 24.89437 0.000
H -8.70844 -22.85900 27.76672 0.000
H -7.06471 -22.53193 28.03957 0.002
H -7.06875 -23.86010 25.95862 0.000
H -6.63590 -22.23605 25.55856 0.000

# 6
18
Properties=species:S:1:pos:R:3:lowdin_charge:R:1 method="wB97M-V/def2-TZVPD" homo_lumo_gap_ev="6.31 / 8.97" total_energy_ev=-26030.452 max_force_ev_per_a=6.43 multiplicity=1
C -0.51521 1.75356 -0.73641 0.025
C -1.45415 1.72250 0.31657 -0.050
C 2.10654 0.61729 0.92369 -0.089
C -0.83783 0.20489 -1.01539 -0.189
C 0.52267 -0.38717 -0.58469 -0.275
C -1.78760 0.40459 0.10727 -0.648
C 0.25914 -1.69699 0.27027 -0.155
O 2.74565 1.52401 1.52096 0.045
O 1.02009 0.70209 0.08344 -0.088
O 1.39485 -2.62620 0.23644 -0.040
Cl -2.94844 -0.58672 0.91714 0.677
H -0.01068 2.52022 -1.30610 0.120
H -1.71194 2.43125 0.96361 0.070
H -1.25489 0.04938 -2.01787 0.152
H 1.12708 -0.65702 -1.58510 0.206
H -0.60721 -2.12781 -0.12036 0.081
H -0.13748 -1.57207 1.31524 0.136
H 2.08941 -2.27578 0.71128 0.022

# 7
17
Properties=species:S:1:pos:R:3:lowdin_charge:R:1 method="wB97M-V/def2-TZVPD" homo_lumo_gap_ev="5.89 / 5.89" total_energy_ev=-41562.586 max_force_ev_per_a=4.13 multiplicity=1
C -0.18837 0.93195 -2.45614 -0.054
C -1.27022 0.33378 -1.80262 -0.033
C 1.03528 0.86730 -1.93346 -0.078
C -1.07376 -0.17965 -0.57200 -0.059
C 1.28147 0.32520 -0.68945 0.009
C 0.20967 -0.14716 0.10550 -0.311
C 0.24075 -0.63065 1.44863 -0.917
S -1.15461 -1.59330 1.92198 0.789
S 1.61998 -0.94080 2.54191 0.763
Cl -0.67138 1.63566 2.99662 -0.365
H -0.24917 1.49738 -3.27176 0.075
H -2.23194 0.11739 -2.24734 0.119
H 1.85804 1.29006 -2.53259 0.129
H -1.83950 -0.69847 -0.10899 0.037
H 2.26807 0.10609 -0.26948 0.121
H -0.82196 -2.02455 3.20791 -0.065
H 0.98764 -0.89023 3.66128 -0.162

# 8
24
Properties=species:S:1:pos:R:3:lowdin_spin:R:1 method="wB97M-V/def2-TZVPD" s_squared=8.9007 homo_lumo_gap_ev="4.59 / 7.06" total_energy_ev=-47059.346 charge=+3 max_force_ev_per_a=6.58 multiplicity=6
Dy -1.13440 0.84623 -0.11655 5.156
C 0.90464 -0.45825 0.68045 0.002
O 1.91297 -1.01311 0.65706 0.000
C 0.15849 -0.51323 -1.81355 0.001
O 0.95378 -1.24012 -2.19839 0.001
C 1.19244 1.81632 -0.13813 -0.007
O 2.32920 2.01415 -0.16509 0.000
C -1.26057 -1.65766 0.09055 -0.003
O -1.05173 -2.78275 0.28726 0.001
C -3.78341 2.45076 -1.15811 -0.046
H -4.51777 1.94451 -0.50612 0.000
H -3.42570 3.43735 -0.81194 0.001
C -3.53117 2.00790 -2.40821 -0.065
H -2.95518 2.60881 -3.13261 -0.002
H -4.04058 1.12134 -2.82317 -0.002
N 1.36724 1.59179 4.71979 -0.004
N 0.49362 0.93406 3.88894 -0.003
N -0.72843 0.66135 4.42995 -0.002
C -1.50811 0.62620 3.36591 -0.002
N -0.83237 0.93863 2.20824 -0.026
N 0.41056 1.24702 2.56002 0.000
H 2.33194 1.42816 4.47921 0.000
H 1.15473 1.46265 5.70077 0.000
H -2.57795 0.41650 3.38469 0.000

# 9
16
Properties=species:S:1:pos:R:3:lowdin_charge:R:1 method="wB97M-V/def2-TZVPD" homo_lumo_gap_ev=7.55 total_energy_ev=-75430.186 max_force_ev_per_a=4.14 multiplicity=1
C 1.58039 -1.00480 -1.20268 -0.146
C 0.44062 -1.71270 -1.16622 -0.043
C 1.99262 0.21139 -0.53188 -0.092
C -0.57000 -1.48946 0.00739 -0.185
C 1.12040 1.01549 0.11713 0.036
C -1.82136 -1.58504 -0.20165 -0.677
C 0.29679 1.92724 0.60170 -0.169
F -0.13592 2.89966 -0.17830 0.036
Se -3.46363 -1.70425 -0.73809 0.739
H 2.28079 -1.25140 -2.01330 0.105
H 0.23640 -2.29746 -2.00206 0.082
H 3.11105 0.37890 -0.59634 0.125
H -0.02131 -1.36743 0.88142 0.092
H -0.18010 1.91936 1.51832 0.050
H -2.06781 1.92519 2.81186 0.010
H -2.79891 2.13531 2.69272 0.036

# 10
23
Properties=species:S:1:pos:R:3:lowdin_spin:R:1 method="wB97M-V/def2-TZVPD" s_squared=8.7900 homo_lumo_gap_ev="7.41 / 6.66" total_energy_ev=-56999.487 charge=+2 max_force_ev_per_a=11.23 multiplicity=6
O -0.22484 6.16030 -4.94553 0.000
C 0.38370 5.36394 -4.37996 0.001
Fe -0.74607 0.84144 -2.54271 3.384
O -0.10797 2.42003 -0.30692 0.114
C -0.10409 1.50450 -1.05729 0.126
C 0.89263 -1.55405 -1.06191 0.380
O 1.05469 -2.67041 -1.45264 0.313
C 1.47226 -0.54508 0.00133 0.123
O 2.65360 -0.34301 -0.00292 0.108
C -2.37278 0.55153 -1.88380 0.128
O -3.39707 0.66749 -1.27889 0.096
H -1.49544 2.03923 -3.16705 0.175
C 1.40433 -1.14407 3.12340 0.000
N 0.25734 -1.65752 2.40467 0.002
C -0.20883 -1.09086 1.31522 0.003
N -1.20577 -1.66502 0.62728 0.007
O 0.45042 -0.01880 0.81082 0.031
H 1.84779 -0.29559 2.59059 0.000
H 2.16701 -1.93234 3.20880 0.000
H 1.12198 -0.78123 4.12204 0.000
H -0.35220 -2.36836 2.83498 0.000
H -1.69800 -1.15087 -0.11853 0.007
H -1.79267 -2.33126 1.15903 0.000

# 11
15
Properties=species:S:1:pos:R:3:lowdin_charge:R:1 method="wB97M-V/def2-TZVPD" homo_lumo_gap_ev="7.88 / 8.22" total_energy_ev=-15465.588 max_force_ev_per_a=3.21 multiplicity=1
C -1.63537 -2.18369 0.23094 0.031
C -0.28491 -2.26961 0.24653 -0.113
C -1.25770 -0.11891 -0.57682 -0.118
C -0.26699 -0.90993 -0.17731 -0.141
C -2.48434 -1.00837 -0.22280 -0.161
C 1.87131 2.47020 0.02320 -0.139
C 2.32438 1.36734 0.55462 -0.612
I 2.87049 -0.31622 -0.71075 0.785
H -1.10385 0.84509 -0.97374 0.064
H -3.14533 -1.34134 -1.04638 0.122
H -3.06759 -0.74115 0.61543 0.093
H 0.32992 -2.87982 0.84972 0.078
H 1.71001 2.39604 -1.02372 0.024
H 1.69673 3.37347 0.60468 0.067
H 2.44324 1.31689 1.60638 0.019

# 12
20
Properties=species:S:1:pos:R:3:lowdin_charge:R:1 method="wB97M-V/def2-TZVPD" homo_lumo_gap_ev="6.80 / 6.55" total_energy_ev=-39989.089 max_force_ev_per_a=3.14 multiplicity=1
C -0.30680 -1.01272 2.31065 -0.100
C -0.13827 -1.79084 1.21527 -0.132
C -0.62513 0.35772 2.12850 -0.063
C -0.27762 -1.29435 -0.06002 -0.079
C -0.97108 0.90183 0.88305 -0.047
C -0.78736 0.04296 -0.18465 -0.375
C 2.76224 -0.26268 -0.54965 -1.133
N -1.23349 0.60169 -1.42252 -0.130
O -0.67895 1.73357 -3.43876 -0.352
O -0.58114 3.17146 -1.48790 -0.358
S -0.35876 1.90627 -2.08052 0.307
I 2.02997 1.44474 -1.41551 1.203
I 3.00892 -1.98320 -1.77193 0.673
H -0.53052 -1.48124 3.29251 0.119
H -0.01210 -2.88787 1.40561 0.129
H -0.75647 1.05850 2.95192 0.102
H -0.01301 -1.78204 -1.00844 0.079
H -1.25245 1.97277 0.86291 0.127
H 2.34818 -0.48123 0.36881 -0.132
H -1.62616 -0.21532 -1.99933 0.162